(1)
{"formula": "C2H5N3O2S", "method": "ωB97M-V/def2-TZVPD", "e_homo_ev": -9.20, "total_energy_ev": -21554.0332, "relative_energy_kcal_mol": 43.4, "smiles": "NC(=O)/C(=N/O)NS", "symbols": ["C", "C", "H", "H", "H", "H", "H", "N", "N", "N", "O", "O", "S"], "coordinates": [[0.0228, 1.1859, -0.2464], [0.0774, -0.2260, 0.1640], [1.0193, 2.7016, -1.1555], [1.9206, 1.2579, -0.9313], [-0.8841, -1.8568, 0.8281], [-3.0454, 0.1593, 0.4742], [1.9733, -2.3898, 0.5087], [1.0669, 1.6873, -0.9845], [-1.0838, -0.8851, 0.5808], [1.2466, -0.7292, 0.2896], [-0.9253, 1.8617, 0.0373], [1.1515, -2.0197, 0.7780], [-2.5397, -0.7471, -0.3430]]}

(2)
{"formula": "C2H6NO2", "method": "ωB97M-V/def2-TZVPD", "e_homo_ev": -15.69, "total_energy_ev": -7747.6034, "relative_energy_kcal_mol": 53.1, "total_charge": 1, "symbols": ["C", "N", "H", "H", "H", "H", "O", "C", "O", "H", "H"], "coordinates": [[-1.6256, 0.6116, -1.0587], [-1.1740, -0.6135, -1.1219], [-1.0815, 1.5409, -0.4845], [-2.6894, 0.7809, -1.1764], [-1.6444, -1.1659, -1.8233], [-0.1875, -0.7648, -0.7581], [0.9753, 0.2090, 0.1093], [1.5439, 0.3178, 1.1990], [1.5337, -0.7197, 2.0884], [2.3436, 1.2086, 1.3495], [2.0059, -1.4049, 1.6766]]}

(3)
{"formula": "C15H20ClOY", "method": "ωB97M-V/def2-TZVPD", "e_homo_ev": 2.97, "total_energy_ev": -31491.3259, "total_charge": -2, "symbols": ["Y", "C", "C", "C", "H", "C", "C", "H", "H", "H", "H", "C", "C", "C", "H", "C", "C", "H", "H", "H", "H", "O", "C", "C", "C", "C", "C", "H", "H", "H", "H", "H", "H", "H", "H", "H", "H", "Cl"], "coordinates": [[-1.3639, -0.0756, -0.0082], [-2.7599, 1.5688, 1.4974], [-2.7693, 0.3542, 2.2445], [-1.4327, 0.0852, 2.6745], [-3.6550, -0.2298, 2.5006], [-0.5953, 1.1506, 2.2041], [-1.4188, 2.0670, 1.4838], [-1.0834, 3.0199, 1.0709], [-3.6364, 2.0689, 1.0831], [-1.1166, -0.7318, 3.3258], [0.4459, 1.3178, 2.4733], [-2.4796, 0.6759, -2.1953], [-2.0789, 1.8652, -1.5100], [-0.6493, 1.9360, -1.5305], [-2.7522, 2.6298, -1.1205], [-0.1706, 0.8108, -2.2692], [-1.2952, 0.0207, -2.6617], [-1.2574, -0.8860, -3.2683], [-3.5086, 0.3617, -2.3863], [-0.0285, 2.7391, -1.1296], [0.8564, 0.6780, -2.6102], [0.7520, -0.9985, -0.1797], [2.1976, -0.9087, -0.0387], [2.3375, -2.3244, 0.5580], [2.6126, 0.2268, 0.8691], [2.8914, -0.8374, -1.3868], [0.8553, -2.4696, 0.2326], [2.5451, -2.3256, 1.6315], [3.0223, -2.9581, -0.0082], [0.6188, -3.0850, -0.6416], [0.1865, -2.6682, 1.0839], [3.5827, -0.0039, 1.3222], [1.8957, 0.4030, 1.6709], [2.7145, 1.1427, 0.2782], [3.9063, -1.2474, -1.3005], [2.9797, 0.2045, -1.7123], [2.3644, -1.4110, -2.1534], [-2.7132, -2.1656, -0.0932]]}

(4)
{"formula": "C4H7ClN2O2", "method": "ωB97M-V/def2-TZVPD", "e_homo_ev": -9.19, "total_energy_ev": -23854.4566, "relative_energy_kcal_mol": 56.3, "smiles": "C=CN(CCCl)[N+](=O)[O-]", "symbols": ["C", "C", "C", "C", "N", "N", "O", "O", "Cl", "H", "H", "H", "H", "H", "H", "H"], "coordinates": [[-0.5736, -2.2961, 0.4104], [0.4134, -1.3568, 0.6653], [-0.3439, 0.5024, -0.8773], [-0.9340, 1.7554, -0.2428], [0.6326, -0.1904, -0.1027], [1.8900, 0.3983, 0.2108], [2.5214, -0.1270, 1.0721], [2.2583, 1.3748, -0.4249], [-2.1399, 1.3829, 1.0268], [-0.7857, -3.0373, 1.1686], [-1.3060, -2.3536, -0.5168], [1.0877, -1.2745, 1.4935], [-0.0065, 0.7026, -1.8820], [-1.0906, -0.3485, -1.0446], [-1.4084, 2.3769, -1.0615], [-0.2147, 2.4908, 0.1051]]}

(5)
{"formula": "C38H33AsNiOPSe2Te", "method": "ωB97M-V/def2-TZVPD", "e_homo_ev": [-10.71, -10.67], "total_energy_ev": -291141.6371, "relative_energy_kcal_mol": 17.6, "total_charge": 1, "s_squared": 2.01, "multiplicity": 3, "symbols": ["Ni", "Se", "P", "Se", "C", "C", "C", "C", "C", "C", "C", "C", "C", "C", "C", "C", "H", "H", "H", "H", "H", "H", "H", "H", "H", "H", "C", "Te", "C", "C", "C", "C", "C", "C", "C", "H", "H", "H", "H", "H", "H", "H", "H", "O", "As", "C", "C", "C", "C", "C", "C", "C", "C", "C", "C", "C", "C", "C", "C", "C", "C", "C", "C", "H", "H", "H", "H", "H", "H", "H", "H", "H", "H", "H", "H", "H", "H", "H"], "coordinates": [[0.0241, 0.8357, -1.3729], [-2.0005, 1.1245, -2.6324], [-1.9701, 2.4803, -0.9146], [0.0906, 3.0791, -0.5095], [-3.0534, 3.9047, -1.2218], [-2.7949, 5.1187, -0.5954], [-3.6717, 6.1769, -0.7757], [-4.7930, 6.0230, -1.5780], [-5.0412, 4.8135, -2.2121], [-4.1687, 3.7509, -2.0382], [-2.6912, 1.7088, 0.5790], [-1.9569, 1.5347, 1.7434], [-2.5596, 0.9733, 2.8612], [-3.8982, 0.6118, 2.8229], [-4.6360, 0.7975, 1.6608], [-4.0329, 1.3361, 0.5357], [-1.9103, 5.2362, 0.0185], [-3.4804, 7.1234, -0.2877], [-5.4713, 6.8538, -1.7220], [-5.9104, 4.7007, -2.8464], [-4.3395, 2.8130, -2.5530], [-0.9268, 1.8562, 1.7919], [-1.9837, 0.8321, 3.7677], [-4.3685, 0.1872, 3.7006], [-5.6855, 0.5333, 1.6356], [-4.6026, 1.4647, -0.3757], [3.5833, 0.5029, -3.1064], [2.4898, 0.0744, -1.3011], [3.5909, 1.8023, -0.6156], [4.8884, 1.7189, -1.3731], [6.0694, 2.2549, -0.8807], [7.2497, 2.1141, -1.5973], [7.2524, 1.4384, -2.8071], [6.0713, 0.9120, -3.3112], [4.8883, 1.0544, -2.6005], [3.0254, 1.2379, -3.6871], [3.7028, -0.3980, -3.7029], [3.7281, 1.7655, 0.4629], [3.0168, 2.6966, -0.8639], [6.0694, 2.7806, 0.0668], [8.1707, 2.5204, -1.2008], [8.1752, 1.3055, -3.3560], [6.0693, 0.3880, -4.2594], [-0.6336, -0.7479, -0.3849], [-0.2292, -2.0911, 0.5118], [0.6657, -1.5262, 2.1253], [1.2755, -0.2776, 2.1286], [1.9233, 0.1715, 3.2682], [1.9601, -0.6299, 4.4021], [1.3506, -1.8769, 4.3962], [0.6995, -2.3305, 3.2590], [0.9202, -3.3145, -0.4417], [0.5310, -3.7224, -1.7136], [1.3542, -4.5682, -2.4408], [2.5524, -5.0085, -1.8930], [2.9319, -4.6043, -0.6197], [2.1165, -3.7547, 0.1111], [-1.9268, -2.9372, 0.8205], [-2.9736, -2.0942, 1.1795], [-4.2477, -2.6156, 1.3179], [-4.4681, -3.9693, 1.0924], [-3.4203, -4.8035, 0.7298], [-2.1392, -4.2901, 0.5904], [1.2138, 0.3552, 1.2506], [2.3875, 1.1495, 3.2788], [2.4604, -0.2802, 5.2953], [1.3772, -2.4980, 5.2819], [0.2163, -3.3007, 3.2537], [-0.4035, -3.3641, -2.1314], [1.0596, -4.8888, -3.4313], [3.1915, -5.6726, -2.4596], [3.8672, -4.9490, -0.1991], [2.4172, -3.4255, 1.0989], [-2.7817, -1.0378, 1.3284], [-5.0715, -1.9686, 1.5889], [-5.4646, -4.3770, 1.2003], [-3.6039, -5.8544, 0.5504], [-1.3170, -4.9362, 0.3070]]}

(6)
{"formula": "C3H11N3O", "method": "ωB97M-V/def2-TZVPD", "e_homo_ev": -9.09, "total_energy_ev": -9807.0320, "relative_energy_kcal_mol": 22.4, "smiles": "CN[C@@H](O)C(N)N", "symbols": ["C", "N", "H", "H", "H", "H", "H", "C", "N", "N", "C", "O", "H", "H", "H", "H", "H", "H"], "coordinates": [[-2.3423, -0.1482, -0.3246], [-1.2264, 0.6867, 0.0866], [-1.4647, 1.6631, -0.0737], [-0.0506, -1.2738, 0.5275], [-2.1235, -1.1767, -0.0386], [-2.5284, -0.1285, -1.4068], [-3.2369, 0.1834, 0.1992], [0.8019, -0.5554, 0.2544], [1.3240, 0.1918, 1.3998], [1.8166, -1.1895, -0.5450], [0.0290, 0.4372, -0.6361], [0.7557, 1.6074, -0.8141], [1.2039, 1.7833, 0.0296], [1.8536, -0.4158, 2.0181], [0.5384, 0.5735, 1.9181], [2.4104, -1.7775, 0.0288], [2.3903, -0.4748, -0.9849], [-0.1510, 0.0138, -1.6383]]}